A 2-piece molecular cluster, C10H16O overall, computed with the ωB97M-V functional and the def2-TZVPD basis.

```
27
Properties=species:S:1:pos:R:3:forces:R:3
C -2.403071 -1.980536 1.571968 0.83 -0.05 0.38
C -1.470437 -0.758340 1.417070 0.25 -0.48 -0.10
C -1.428596 -0.107539 0.051379 -0.12 0.42 0.70
C -1.279264 1.274249 -0.035815 -0.34 -0.38 -0.77
C -1.158456 1.863974 -1.281670 -0.33 0.98 0.46
C -1.302254 1.143868 -2.451418 0.26 0.03 0.10
O -1.200747 1.731789 -3.683654 -0.59 0.67 -0.36
C -1.457458 -0.228321 -2.374441 -0.06 0.16 -0.36
C -1.476354 -0.828043 -1.129354 0.48 -0.50 -0.03
H -3.398766 -1.771404 1.950165 -0.14 0.29 -0.25
H -1.944270 -2.664382 2.296618 -0.17 0.05 -0.09
H -2.452292 -2.521365 0.632797 -0.26 -0.09 -0.05
H -1.676429 0.012199 2.158138 -0.11 -0.02 0.09
H -0.449283 -1.108541 1.636013 -0.17 0.11 -0.02
H -1.322629 1.939761 0.810502 0.21 -0.18 0.39
H -1.041401 2.947357 -1.271949 0.05 -0.14 -0.44
H -1.661557 2.595806 -3.687594 0.51 -0.70 0.13
H -1.578596 -0.788465 -3.299349 0.19 -0.02 0.24
H -1.396030 -1.905509 -1.084481 -0.45 -0.13 -0.02
C 3.156660 0.570892 0.947274 -0.83 0.43 0.05
C 4.407181 -0.294132 0.966892 -0.24 -0.35 0.52
H 3.318652 1.606980 1.240263 0.49 0.21 -0.49
H 2.627598 0.554476 -0.013905 0.23 0.05 0.15
H 2.403602 0.311401 1.691150 0.06 -0.65 0.09
H 5.146225 0.113580 1.656254 0.06 -0.10 -0.01
H 4.865476 -0.393634 -0.006854 0.13 0.18 -0.28
H 4.172509 -1.316112 1.294003 0.07 0.23 -0.03
```
Forces are in eV/Å.

Summary:
HOMO energy = -8.5 eV
2S+1 = 1
LUMO energy = 0.03142 Ha
structure (SMILES) = CCc1ccc(O)cc1.CC
largest force on an atom = 0.02202 Eh/bohr
E_tot = -12676.6329 eV
Kohn-Sham gap = 9.379 eV

Just the Mulliken charges please, in e? Sure, here they are: -1.079 -0.478 0.510 -0.628 -0.394 0.478 -0.569 -0.570 -0.384 0.288 0.329 0.293 0.354 0.180 0.330 0.298 0.318 0.393 0.331 -0.758 -0.834 0.323 0.247 0.223 0.260 0.281 0.258